ORCA calculation (wB97M-V/def2-TZVPD) on a 7-piece molecular cluster, H15O7 overall in a non-equilibrium geometry.

Summary:
Gap between HOMO and LUMO in eV: 11.971
Energy relative to the best compared isomer or geometry (same formula, charge and spin) in kcal per mole: 81.7
E_tot in hartree: -535.35659
Net charge: +1
Strongest force on any atom in eV/Å: 9.49

```
22
H15O7, DFT wB97M-V/def2-TZVPD
O 0.646 -0.204 0.352
H 0.126 0.750 0.439
H 0.749 -0.423 -0.524
H 0.550 -0.871 1.108
O 0.896 1.570 -2.066
H 1.937 1.497 -2.401
H 0.248 1.080 -2.747
O -1.925 -1.678 -1.020
H -2.799 -1.522 -0.946
H -1.583 -1.931 -1.870
O 1.672 -1.853 -1.751
H 2.058 -2.656 -1.409
H 0.804 -2.034 -2.232
O -1.451 2.014 0.058
H -1.398 2.617 -0.710
H -2.390 2.137 0.318
O 0.566 1.835 2.258
H 0.261 2.127 2.999
H 0.023 2.236 1.508
O 0.043 -1.513 2.693
H 0.501 -0.852 3.231
H 0.467 -2.323 2.713
```

Atomic partial charges in e from the Mulliken method, atoms 1 to 2:
1 O -0.24
2 H 0.40

***

ORCA calculation (wB97M-V/def2-TZVPD) on C33H30BrCl5N5O7Y as an isolated structure in a non-equilibrium geometry.

Summary:
Gap between HOMO and LUMO in eV: 7.775
Energy relative to the best compared isomer or geometry (same formula, charge and spin) in kcal per mole: 26.2
E_tot in hartree: -6989.34238
Strongest force on any atom in eV/Å: 3.02

```
82
C33H30BrCl5N5O7Y, DFT wB97M-V/def2-TZVPD
Y -0.720 -0.181 -0.732
O 0.294 -1.573 3.376
C 1.238 -0.665 3.674
C 1.807 -0.685 4.951
C 2.770 0.231 5.313
C 3.190 1.198 4.412
C 2.630 1.235 3.152
C 1.665 0.312 2.766
C 1.081 0.438 1.371
O 0.102 -0.446 1.057
N 2.202 0.266 0.396
N 1.870 -0.331 -0.741
C 2.779 -0.918 -1.441
C 2.531 -1.626 -2.655
Br 0.667 -2.055 -2.977
C 3.462 -2.131 -3.489
C 4.903 -1.984 -3.364
C 5.699 -3.055 -3.791
C 7.066 -3.041 -3.594
C 7.671 -1.948 -2.993
C 6.905 -0.851 -2.634
C 5.536 -0.859 -2.826
H -0.046 -1.352 2.471
H 1.462 -1.433 5.646
H 3.183 0.198 6.310
H 3.941 1.922 4.694
H 2.942 1.985 2.437
H 0.736 1.493 1.242
H 3.121 0.072 0.792
H 3.811 -0.949 -1.084
H 3.133 -2.779 -4.290
H 5.229 -3.907 -4.259
H 7.664 -3.878 -3.917
H 8.736 -1.940 -2.834
H 7.381 0.015 -2.201
H 4.960 0.028 -2.605
Cl -5.979 -5.391 -1.211
C -4.977 -3.997 -1.283
C -3.653 -4.068 -0.851
Cl -3.018 -5.547 -0.270
C -2.858 -2.933 -0.886
Cl -1.249 -2.893 -0.251
C -3.314 -1.709 -1.428
O -2.555 -0.681 -1.546
C -4.671 -1.667 -1.825
Cl -5.264 -0.161 -2.397
C -5.486 -2.783 -1.753
Cl -7.129 -2.667 -2.221
O -0.554 0.607 -2.888
C -0.844 1.666 -3.451
C -0.890 2.951 -2.830
C -1.024 4.096 -3.619
C -1.026 5.346 -3.042
C -0.920 5.488 -1.644
C -0.807 4.389 -0.850
C -0.778 3.063 -1.393
O -0.665 2.054 -0.628
N -1.118 6.513 -3.861
O -1.268 6.354 -5.059
O -1.034 7.600 -3.322
H -1.065 1.647 -4.535
H -1.093 4.012 -4.695
H -0.935 6.488 -1.237
H -0.721 4.489 0.221
C -3.029 -1.584 4.211
C -3.113 -0.322 3.351
C -2.304 0.791 4.022
C -4.580 0.109 3.204
N -2.484 -0.675 2.069
N -2.514 0.306 1.027
H -3.375 -1.380 5.220
H -2.000 -1.927 4.256
H -3.646 -2.374 3.789
H -2.715 0.977 5.010
H -2.336 1.725 3.463
H -1.268 0.489 4.133
H -5.039 0.216 4.184
H -5.144 -0.632 2.639
H -4.666 1.067 2.694
H -2.898 -1.535 1.714
H -2.120 1.162 1.425
H -3.473 0.518 0.711
```

Atomic partial charges in e from the Mulliken method, atoms 1 to 2:
1 Y 0.62
2 O -0.76

***

ORCA calculation (wB97M-V/def2-TZVPD) on one molecule with the formula C2HN5O in a non-equilibrium geometry.

Summary:
Gap between HOMO and LUMO in eV: 8.785
Energy relative to the best compared isomer or geometry (same formula, charge and spin) in kcal per mole: 66.4
E_tot in hartree: -425.67221
Strongest force on any atom in eV/Å: 2.69
SMILES: O=c1nncnnn1

```
9
C2HN5O, DFT wB97M-V/def2-TZVPD
C -0.013 0.996 -0.845
C -0.506 -0.696 0.943
H -1.246 -1.054 1.623
N 0.451 1.372 0.440
N 0.121 0.535 1.332
N 0.013 -1.467 0.057
N 1.076 -1.108 -0.764
N 1.043 0.037 -1.339
O -0.939 1.385 -1.445
```

Atomic partial charges in e from the Mulliken method, atoms 1 to 2:
1 C 0.69
2 C 0.01

***

ORCA calculation (wB97M-V/def2-TZVPD) on a 2-piece molecular cluster, CHF3O overall in a non-equilibrium geometry.

Summary:
Gap between HOMO and LUMO (spin up / spin down) in eV: 7.875 / 7.878
Energy relative to the best compared isomer or geometry (same formula, charge and spin) in kcal per mole: 173.8
E_tot in hartree: -413.28387
Strongest force on any atom in eV/Å: 5.67

```
6
CHF3O, DFT wB97M-V/def2-TZVPD
C -0.031 -0.773 -0.030
O -2.099 0.009 -0.770
F -0.448 -1.313 1.104
F 0.302 -1.687 -0.877
F -3.010 0.027 0.250
H -0.088 0.245 -0.205
```

Atomic partial charges in e from the Mulliken method, atoms 1 to 2:
1 C 0.33
2 O -0.42

***

ORCA calculation (wB97M-V/def2-TZVPD) on C3H4N2O as an isolated structure in a non-equilibrium geometry.

Summary:
Gap between HOMO and LUMO in eV: 8.117
Energy relative to the best compared isomer or geometry (same formula, charge and spin) in kcal per mole: 97.4
E_tot in hartree: -301.33204
Strongest force on any atom in eV/Å: 1.07

```
10
C3H4N2O, DFT wB97M-V/def2-TZVPD
N 1.136 -0.264 0.080
C -0.116 1.153 -0.465
O 0.298 2.239 -0.464
C -1.102 0.159 -0.379
C -0.068 -0.781 0.772
N -0.342 -1.467 1.705
H 1.902 -0.097 0.732
H 1.473 -0.901 -0.643
H -2.102 0.506 -0.127
H -1.080 -0.547 -1.209
```

Atomic partial charges in e from the Mulliken method, atoms 1 to 2:
1 N -0.37
2 C 0.65

***

ORCA calculation (wB97M-V/def2-TZVPD) on C45H48N3OS2Sb2Tl as an isolated structure.

Summary:
Gap between HOMO and LUMO (spin up / spin down) in eV: 6.555 / 5.587
Energy relative to the best compared isomer or geometry (same formula, charge and spin) in kcal per mole: 10.6
E_tot in hartree: -3431.83689
Net charge: +2
Strongest force on any atom in eV/Å: 0.25

```
102
C45H48N3OS2Sb2Tl, DFT wB97M-V/def2-TZVPD
Tl -1.036 -1.140 0.470
C 2.124 3.591 -1.098
C 3.454 3.094 -0.528
C 3.894 1.740 -1.104
Sb 2.614 0.164 -0.429
C 3.568 -1.565 -1.192
C 4.540 -1.464 -2.182
C 5.237 -2.600 -2.571
C 4.958 -3.825 -1.980
C 3.978 -3.923 -1.001
C 3.276 -2.793 -0.608
C 3.190 0.113 1.599
C 2.265 0.346 2.610
C 2.668 0.308 3.938
C 3.992 0.038 4.249
C 4.916 -0.198 3.238
C 4.519 -0.165 1.909
Sb 0.404 2.530 -0.370
C -1.018 3.134 -1.810
C -1.950 2.252 -2.339
C -2.884 2.715 -3.256
C -2.880 4.048 -3.639
C -1.948 4.927 -3.105
C -1.011 4.475 -2.188
C -0.110 3.718 1.299
C 0.852 4.038 2.254
C 0.515 4.874 3.309
C -0.777 5.370 3.414
C -1.738 5.029 2.473
C -1.412 4.194 1.413
H 2.109 3.495 -2.185
H 1.939 4.635 -0.845
H 3.404 3.030 0.563
H 4.229 3.835 -0.741
H 4.894 1.467 -0.763
H 3.892 1.748 -2.194
H 4.767 -0.515 -2.652
H 6.004 -2.525 -3.330
H 5.508 -4.706 -2.283
H 3.767 -4.878 -0.539
H 2.522 -2.873 0.169
H 1.228 0.549 2.372
H 1.948 0.486 4.727
H 4.309 0.009 5.283
H 5.947 -0.414 3.485
H 5.245 -0.370 1.130
H -1.969 1.214 -2.034
H -3.618 2.035 -3.666
H -3.607 4.406 -4.354
H -1.951 5.968 -3.399
H -0.299 5.175 -1.767
H 1.858 3.643 2.192
H 1.262 5.139 4.044
H -1.038 6.022 4.237
H -2.744 5.416 2.560
H -2.170 3.922 0.689
S -3.557 0.793 0.566
C -5.207 0.516 0.371
N -5.744 -0.703 0.689
C -7.060 -0.988 0.594
C -7.910 -0.029 0.147
C -7.323 1.209 -0.183
N -6.043 1.475 -0.081
H -5.098 -1.397 1.042
H -7.365 -1.982 0.888
H -8.968 -0.207 0.056
H -7.944 2.018 -0.549
C -1.542 1.218 3.463
C -1.245 -0.159 3.919
C -1.397 -0.664 5.261
C -0.993 -1.960 5.227
C -0.598 -2.221 3.868
C -0.039 -3.485 3.340
N -0.763 -1.119 3.098
H -1.484 1.931 4.285
H -2.552 1.270 3.048
H -0.855 1.532 2.675
H -1.756 -0.096 6.104
H -0.959 -2.671 6.034
H 0.252 -4.151 4.149
H 0.826 -3.283 2.706
H -0.769 -4.001 2.710
C -0.060 -1.910 -6.209
C -0.024 -2.552 -4.852
C 1.128 -3.171 -4.381
C 1.152 -3.783 -3.134
C 0.004 -3.783 -2.361
C -1.159 -3.160 -2.803
C -1.163 -2.548 -4.041
S 0.070 -4.567 -0.776
C -0.979 -5.978 -1.084
O -0.725 -3.698 0.181
H 0.935 -1.839 -6.642
H -0.487 -0.908 -6.158
H -0.681 -2.494 -6.889
H 2.020 -3.171 -4.992
H 2.057 -4.252 -2.768
H -2.044 -3.151 -2.178
H -2.065 -2.066 -4.399
H -1.932 -5.640 -1.487
H -1.117 -6.485 -0.132
H -0.469 -6.632 -1.789
```

Atomic partial charges in e from the Mulliken method, atoms 1 to 2:
1 Tl 1.01
2 C -1.08